Molecular formula: C5H16NO2
Method: DFT, ωB97M-V with the def2-TZVPD basis set

```
! wB97M-V def2-TZVPD RIJCOSX def2/J DEFGRID3
* xyz 1 1
C -2.0219 0.6100 0.4674
C -0.4894 1.1246 0.4083
C 0.2706 0.6725 1.6301
C 1.6116 0.6079 1.7176
C 2.3115 -0.0201 2.7757
N -2.0766 -0.7222 -0.1028
H -2.8073 1.2828 -0.0612
H -2.3407 0.7636 1.4932
H -0.8049 2.2427 0.4779
H 0.0104 0.8289 -0.5774
H -0.2746 0.1450 2.3735
H 2.2607 0.9065 0.7725
H 1.7947 -0.3149 3.7433
H 3.2875 0.4451 3.0984
H 2.5929 -1.0465 2.4653
H -1.8253 -1.5397 0.4126
H -1.5133 -0.9063 -0.9517
H -3.0178 -0.9897 -0.4564
H 2.2367 -0.9426 -3.8068
H 1.4772 0.5315 -3.8047
O 1.3795 -0.4195 -3.8467
H 0.0481 -0.8471 -3.0407
H -1.3512 -1.5938 -2.7437
O -0.7584 -0.8188 -2.4436
*
```

* E_LUMO: -3.198 eV
* ΔE to the lowest compared entry with this formula, charge and spin: 51.3 kcal per mole

---

Molecular formula: C19H61F2N17O10V
Method: DFT, ωB97M-V with the def2-TZVPD basis set

```
! wB97M-V def2-TZVPD RIJCOSX def2/J DEFGRID3
* xyz 1 3
V -1.7428 -0.4789 -2.0860
F -3.2811 -0.4739 -3.4610
F -0.2295 -0.7965 -0.7747
C -0.3860 1.0502 3.7830
C 0.2608 0.0162 4.7225
C -0.2294 -1.4255 4.5999
O -1.6072 -1.4430 4.7049
C -2.1948 -2.6175 4.2549
N 1.6893 0.1208 4.6148
H -0.1067 2.0629 4.0737
H -1.4516 0.8373 3.8684
H -0.3049 0.8107 2.7227
H 0.1084 0.2919 5.7660
H 0.2718 -2.0631 5.3282
H 0.1356 -1.8630 3.6707
H -3.2621 -2.3977 4.2297
H -1.9338 -3.5507 4.7541
H -1.8913 -2.6771 3.2097
H 2.0306 -0.5592 5.2791
H 2.0508 0.9882 4.9848
C 5.5703 4.2916 0.5894
C 4.4605 3.2291 0.7032
C 3.1556 3.7953 0.0599
O 2.6787 5.0273 0.7262
C 2.1590 4.5997 2.0474
N 4.9342 2.0798 0.0211
H 5.3060 5.0663 -0.1303
H 6.5444 3.9033 0.2923
H 5.7118 4.7421 1.5719
H 4.3572 2.8532 1.7211
H 2.3238 3.0978 -0.0387
H 3.3425 3.9312 -1.0053
H 1.8064 5.4949 2.5596
H 2.9663 4.1954 2.6580
H 1.4113 3.8127 2.1468
H 4.3096 1.2941 0.1332
H 4.8929 2.3312 -0.9563
C -0.9939 2.7241 0.2755
C -2.0716 1.6619 0.3308
C -3.3531 2.0884 1.1511
O -4.3875 1.1194 0.9317
C -5.7055 1.3915 1.4454
N -2.6279 1.2792 -1.0391
H -1.4770 3.5950 -0.1676
H -0.0868 2.3877 -0.2265
H -0.6768 2.9682 1.2893
H -1.7262 0.8081 0.9138
H -3.5587 3.0855 0.7617
H -3.0989 2.1054 2.2109
H -5.9415 2.4064 1.1256
H -5.7048 1.2469 2.5257
H -6.5583 0.7549 1.2094
H -2.9687 2.0446 -1.6031
H -3.5353 1.0788 -0.6436
C -0.4737 2.0641 -3.8891
O -0.7518 1.1626 -3.1086
N 0.4563 1.9361 -4.7578
N -1.0562 3.1853 -3.9573
H 0.5182 2.5419 -5.5635
H 0.9355 1.0511 -4.8432
H -0.7630 3.7358 -4.7517
H -1.6099 3.6157 -3.2304
C 3.2985 0.0896 -3.6672
O 3.4358 0.3240 -4.8700
N 2.5440 0.6997 -2.8131
N 3.8235 -0.8882 -3.0235
H 2.1664 1.5708 -3.1575
H 2.5534 0.5465 -1.8148
H 4.6886 -1.2977 -3.3460
H 3.9975 -0.6846 -2.0497
C 0.0376 -1.6958 -4.6254
O -0.5183 -1.3495 -3.5840
N -0.4018 -1.3251 -5.8187
N 1.0675 -2.5287 -4.6485
H 0.1912 -1.8285 -6.4629
H -1.1105 -0.6272 -5.9941
H 1.5525 -2.5736 -3.7637
H 1.6680 -2.6994 -5.4424
C 2.8071 -0.2286 1.1025
O 3.2637 -0.2189 -0.0339
N 3.6288 -0.1801 2.1248
N 1.6157 -0.5172 1.4758
H 4.6214 -0.0983 1.9571
H 3.1763 -0.1190 3.0257
H 1.4285 -0.2066 2.4184
H 0.8613 -0.5631 0.8059
C -3.9756 -1.9564 0.1252
O -3.1920 -1.3860 -0.6201
N -4.3908 -3.1986 0.0170
N -4.3754 -1.5353 1.2793
H -3.8856 -3.6652 -0.7227
H -4.9514 -3.6207 0.7434
H -4.2806 -0.5366 1.3962
H -5.1356 -2.0639 1.6828
C 0.1968 -4.1928 1.4228
O 0.1556 -5.1033 2.2286
N 1.2926 -3.8473 0.7968
N -0.7533 -3.4119 1.0535
H 2.0777 -4.3823 1.1395
H 1.4016 -2.8604 0.6117
H -1.6695 -3.6493 1.4062
H -0.6852 -2.7996 0.2532
C -1.8329 -4.0904 -2.2132
O -1.8402 -2.8843 -2.0920
N -2.9229 -4.8297 -2.3234
N -0.7334 -4.7941 -2.3962
H -2.8997 -5.8189 -2.5262
H -3.7962 -4.3828 -2.5636
H 0.0456 -4.4147 -1.8774
H -0.8858 -5.7915 -2.3508
*
```

* E_LUMO (spin up / spin down): -2.802 / -1.878 eV
* ⟨S²⟩: 2.006

---

Molecular formula: C3H2FNO
Method: DFT, ωB97M-V with the def2-TZVPD basis set

```
! wB97M-V def2-TZVPD RIJCOSX def2/J DEFGRID3
* xyz 0 1
F -1.6939 0.4007 1.4437
C -0.6600 0.2457 0.6262
C -0.1284 -0.9442 0.3507
O 0.8025 -0.6661 -0.6592
C 0.7065 0.6141 -0.8617
N -0.2120 1.2619 -0.1350
H -0.1253 -1.9047 0.8967
H 1.3107 0.9925 -1.6614
*
```

* E_LUMO: 0.952 eV
* structure (SMILES): Fc1cocn1
* ΔE to the lowest compared entry with this formula, charge and spin: 3.9 kcal per mole

---

Molecular formula: C45H60EuN6P2Si4
Method: DFT, ωB97M-V with the def2-TZVPD basis set

```
! wB97M-V def2-TZVPD RIJCOSX def2/J DEFGRID3
* xyz -2 8
Eu 0.1052 -0.1611 0.8944
C -3.0021 3.7933 1.2273
Si -3.1283 2.0923 0.3581
C -3.7901 0.8701 1.6623
C -4.4840 2.3172 -0.9932
N -1.6536 1.3420 -0.1472
P -0.4797 2.0597 -1.0154
C 1.1097 1.3964 -0.8111
P 1.2776 -0.0187 -1.7784
N 0.2746 -1.2688 -1.4801
Si -0.1836 -2.6643 -2.3678
C -0.8355 -3.9390 -1.1007
C 1.1751 -3.5225 -3.4193
C -1.7007 -2.4838 -3.5471
C 1.4753 0.2737 -3.5710
C 2.6467 0.8709 -4.0255
C 2.8313 1.1206 -5.3704
C 1.8321 0.7996 -6.2776
C 0.6329 0.2739 -5.8240
C 0.4566 0.0141 -4.4770
C 3.0157 -0.4936 -1.3624
C 3.7666 -1.4028 -2.1026
C 5.0449 -1.7540 -1.6974
C 5.5868 -1.2221 -0.5388
C 4.8572 -0.2955 0.1882
C 3.5893 0.0703 -0.2263
C -0.2468 3.7871 -0.4649
C -0.8802 4.8913 -1.0154
C -0.6458 6.1557 -0.5030
C 0.1993 6.3266 0.5800
C 0.8367 5.2271 1.1321
C 0.6158 3.9680 0.6092
C -1.0483 2.2789 -2.7273
C -2.1437 1.5591 -3.1810
C -2.5809 1.7128 -4.4830
C -1.9077 2.5684 -5.3381
C -0.7740 3.2405 -4.9066
C -0.3403 3.0911 -3.6049
H -3.7591 3.8762 2.0007
H -3.1335 4.6312 0.5497
H -2.0405 3.9184 1.7124
H -4.5007 1.3618 2.3150
H -2.9645 0.5157 2.2736
H -4.2839 0.0152 1.2146
H -5.3634 2.7910 -0.5652
H -4.8030 1.3699 -1.4191
H -4.1417 2.9424 -1.8138
H -0.3066 -3.9104 -0.1564
H -0.7444 -4.9423 -1.5036
H -1.8870 -3.7637 -0.8992
H 1.9895 -3.8683 -2.7893
H 1.5873 -2.8567 -4.1738
H 0.7688 -4.3869 -3.9364
H -2.3535 -1.6693 -3.2455
H -2.2904 -3.3958 -3.5165
H -1.4206 -2.3226 -4.5839
H 3.4182 1.1210 -3.3096
H 3.7561 1.5680 -5.7133
H 1.9866 0.9747 -7.3335
H -0.1663 0.0640 -6.5254
H -0.4696 -0.3977 -4.1139
H 3.3453 -1.8359 -2.9996
H 5.6177 -2.4625 -2.2800
H 6.5708 -1.5223 -0.2020
H 5.2777 0.1412 1.0820
H 3.0341 0.8432 0.3098
H -1.5599 4.7575 -1.8459
H -1.1216 7.0140 -0.9566
H 0.3611 7.3129 0.9931
H 1.5130 5.3559 1.9649
H 1.1082 3.0965 1.0329
H -2.6427 0.8928 -2.4915
H -3.4511 1.1698 -4.8278
H -2.2556 2.7022 -6.3518
H -0.2354 3.8793 -5.5930
H 0.5440 3.6020 -3.2497
C -2.5751 -2.3164 1.7250
Si -1.6590 -2.1992 3.4186
C -2.4304 -0.8346 4.5031
C -2.1596 -3.8317 4.3183
C 0.1093 -1.8177 2.9430
C 0.7905 -2.8352 2.1462
C 0.7079 -4.2188 2.3934
C 1.4664 -5.1027 1.6643
C 2.3227 -4.6071 0.6855
C 2.3499 -3.2411 0.4860
N 1.6155 -2.3703 1.1713
Si 1.3868 -1.1365 4.1626
C 0.8029 0.0410 5.5471
C 2.7586 -0.1853 3.2053
C 2.3576 -2.5401 5.0659
H -3.6416 -2.1387 1.8263
H -2.4511 -3.3071 1.2965
H -2.1724 -1.5785 1.0045
H -3.4930 -0.7381 4.3080
H -1.9709 0.1256 4.3046
H -2.3121 -1.0463 5.5599
H -3.1848 -3.7784 4.6761
H -1.5187 -4.0053 5.1779
H -2.0878 -4.6984 3.6667
H 0.0662 -4.5725 3.1816
H 1.4161 -6.1650 1.8639
H 2.9375 -5.2641 0.0890
H 2.9901 -2.8145 -0.2717
H 1.5188 0.0513 6.3621
H 0.7206 1.0513 5.1683
H -0.1571 -0.2359 5.9585
H 2.3055 0.6065 2.5948
H 3.3103 -0.8625 2.5581
H 3.4711 0.2845 3.8780
H 1.7168 -3.1028 5.7360
H 3.1767 -2.1394 5.6552
H 2.7796 -3.2402 4.3520
N -0.1646 1.4338 2.6308
C -0.7611 2.1317 3.3686
N -1.2137 2.9278 4.2077
C -2.3337 3.2295 4.7516
N -3.2784 3.5847 5.3130
*
```

* E_LUMO (spin up / spin down): 4.170 / 4.170 eV
* ⟨S²⟩: 15.760

---

The evaluated total energy for the records listed, in turn: -405.0384 -3587.5352 -345.3458 -4630.5723 Ha.
The evaluated molecular weight for the records listed, in turn: 122.19 776.75 87.05 1011.27 g mol⁻¹.